11
Properties=species:S:1:pos:R:3:mulliken_charge:R:1 method="wB97M-V/def2-TZVPD" e_lumo_ev=0.62 de_lowest_kcal_mol=27.2 total_charge=0
C -0.0377 0.3348 0.0297 0.328
C 1.4985 0.1099 -0.1204 0.287
H -2.1121 -0.4560 -0.5816 0.333
H -0.3687 -1.6861 0.3537 0.281
H -1.4854 1.5765 -0.1183 0.290
H 1.9382 0.9563 -0.6952 0.221
N -0.6898 -0.7380 0.5633 -0.156
N -0.4690 1.4943 -0.2627 -0.642
O -2.0639 -0.6753 0.3701 -0.419
F 2.1041 0.1462 1.1536 -0.270
F 1.6858 -1.0625 -0.6923 -0.253



47
Properties=species:S:1:pos:R:3:mulliken_charge:R:1 method="wB97M-V/def2-TZVPD" e_lumo_ev=0.26 de_lowest_kcal_mol=67.2 total_charge=0
O 1.3703 1.3063 3.6763 -0.707
F -1.3412 -2.0965 -3.0077 -0.333
N 1.5788 -0.3540 0.6054 -0.039
C 0.8663 0.9821 2.5915 0.174
C 1.9088 0.3185 1.6829 0.796
C 2.4421 -0.8483 -0.2587 0.388
C 3.2476 0.4276 2.0219 -0.861
C 3.8162 -0.5962 -0.0937 -0.909
C 4.1802 0.0499 1.1005 -0.641
C 2.7510 -2.1835 -2.3330 -0.637
C 0.5460 -1.7013 -1.5767 0.292
C 2.2341 -2.6105 -3.5885 -0.649
C -0.0260 -2.1361 -2.8220 0.221
C 1.9241 -1.6789 -1.3772 0.960
C 0.7802 -2.5760 -3.8449 0.633
N -0.5494 0.8325 2.6167 0.260
C 0.3241 -3.1398 -5.1483 -1.437
C -1.2153 2.4607 0.1997 -1.821
C -3.0516 0.7499 -0.3637 -1.576
C -1.4757 1.3334 3.6737 -1.120
C -1.3624 0.1828 1.5466 -0.974
C -2.4933 2.4509 3.1012 -0.538
C -3.2177 1.9616 1.7969 -1.480
C -2.1597 1.3802 0.8012 2.159
H 3.6758 0.8682 2.8412 0.524
H 4.4587 -0.8845 -0.8226 0.481
H 5.1924 0.2454 1.2208 0.479
H 3.8763 -2.2787 -2.0461 0.182
H -0.1182 -1.1774 -1.0016 -0.124
H 2.9446 -2.9495 -4.3427 0.369
H -0.7275 -2.9756 -5.1815 0.384
H 0.8499 -2.5991 -5.9452 0.360
H 0.5115 -4.2537 -5.1154 0.280
H -0.6258 2.0659 -0.6272 0.312
H -1.8190 3.3165 -0.1084 0.441
H -0.4935 2.8406 0.8980 0.418
H -2.4246 0.2087 -1.1196 0.211
H -3.6894 1.4047 -0.9451 0.419
H -3.8293 0.0758 0.0278 0.400
H -1.0398 1.7638 4.5084 0.508
H -2.0912 0.5459 3.8946 0.457
H -0.8466 -0.4378 0.7071 -0.369
H -2.0519 -0.5031 1.9652 0.456
H -2.0393 3.4137 2.7777 0.309
H -3.1547 2.7385 3.9529 0.429
H -3.6782 2.8015 1.3394 0.515
H -3.9575 1.2549 2.1220 0.396



9
Properties=species:S:1:pos:R:3:mulliken_charge:R:1 method="wB97M-V/def2-TZVPD" e_lumo_ev=-1.39 de_lowest_kcal_mol=34.1 total_charge=0
C -2.5270 -0.5268 0.2947 -0.834
P -0.7626 -0.1011 0.8829 0.246
S -0.4888 1.7333 0.1864 -0.259
S 4.5734 0.0396 -0.2408 -0.295
H -3.2946 -0.2754 1.1583 0.259
H -2.8512 0.0859 -0.5668 0.286
H -2.6220 -1.5940 0.1385 0.304
H 4.3815 1.2017 -0.8611 0.146
H 3.5912 -0.5630 -0.9920 0.146



69
Properties=species:S:1:pos:R:3:mulliken_charge:R:1 method="wB97M-V/def2-TZVPD" e_lumo_ev=-5.12 de_lowest_kcal_mol=50.7 total_charge=+1
C -3.8680 -0.7441 4.8636 -1.175
N -3.0001 -0.9415 3.7291 0.192
C -3.5531 -1.6382 2.5857 -1.085
C -1.7247 -0.4786 3.7284 1.261
C -1.0964 0.0245 4.9093 -0.646
C 0.2206 0.4277 4.8883 -1.256
C 0.9910 0.3776 3.6885 0.288
C 2.3819 0.6869 3.6954 -0.627
C 3.3184 0.3334 2.7230 0.845
C 4.7442 0.5930 2.8771 -1.171
C 5.4606 -0.1167 1.9065 -0.465
C 4.5054 -0.7430 1.0152 -0.959
C 3.2119 -0.4008 1.4591 -0.181
C 0.2895 0.0260 2.5049 0.596
C -0.9812 -0.4880 2.5206 -0.491
H -3.6666 0.2248 5.3346 0.389
H -4.9064 -0.7699 4.5166 0.408
H -3.7402 -1.5280 5.6269 0.314
H -2.8749 -2.4298 2.2385 0.363
H -4.5045 -2.0846 2.8896 0.378
H -3.7420 -0.9647 1.7355 0.303
H -1.6610 0.0557 5.8431 0.387
H 0.7099 0.8012 5.7921 0.385
H 2.7696 1.1808 4.5906 0.330
H 5.1474 1.2081 3.6794 0.405
H 6.5454 -0.2352 1.8385 0.429
H 4.7783 -1.3776 0.1731 0.450
H 2.2857 -0.7245 0.9897 0.608
H 0.7636 0.2372 1.5545 -0.674
H -1.4169 -0.8724 1.5936 0.402
C 5.2385 3.1271 -5.2758 -0.809
O 4.4963 1.9809 -4.8573 -0.372
C 3.5508 2.0704 -3.8979 0.826
C 3.0029 0.8262 -3.4884 -0.767
C 2.2770 0.7508 -2.3361 -0.727
C 2.0006 1.9410 -1.5749 0.799
C 1.3717 1.8104 -0.3222 -0.514
C 0.8079 2.8986 0.4347 0.585
C -0.5153 2.8675 0.9488 -0.681
C -1.0503 3.9556 1.6133 -0.522
C -0.2522 5.0906 1.8313 0.354
O -0.6997 6.0454 2.7534 -0.457
C -1.4726 7.0932 2.2466 0.508
C -2.8222 7.1615 2.6065 -0.330
C -3.6254 8.1408 2.0160 -0.362
C -3.0728 9.0865 1.1483 -0.508
C -1.7099 9.0309 0.8452 -0.497
C -0.9025 8.0216 1.3744 -0.343
C 1.0453 5.1750 1.3127 -0.393
C 1.5677 4.0718 0.6619 -0.804
C 2.3482 3.2040 -2.1523 -0.333
C 3.1769 3.2699 -3.2508 -0.866
H 5.8933 2.7101 -6.0387 0.251
H 4.5929 3.8923 -5.7132 0.347
H 5.8184 3.5524 -4.4538 0.364
H 3.2503 -0.0322 -4.1096 0.439
H 1.9123 -0.2261 -1.9889 0.377
H 1.1379 0.7776 -0.0701 0.306
H -1.1261 1.9703 0.8292 0.461
H -2.0548 3.9311 2.0392 0.409
H -3.2213 6.4458 3.3250 0.438
H -4.6913 8.1683 2.2530 0.355
H -3.7041 9.8681 0.7135 0.374
H -1.2596 9.7780 0.1922 0.357
H 0.1594 7.9505 1.1430 0.273
H 1.6497 6.0692 1.4680 0.508
H 2.6011 4.0909 0.3294 0.833
H 2.0128 4.1314 -1.6979 0.725
H 3.5435 4.2390 -3.6032 0.396



What did the second record say?
47
Properties=species:S:1:pos:R:3:mulliken_charge:R:1 method="wB97M-V/def2-TZVPD" e_lumo_ev=0.26 de_lowest_kcal_mol=67.2 total_charge=0
O 1.3703 1.3063 3.6763 -0.707
F -1.3412 -2.0965 -3.0077 -0.333
N 1.5788 -0.3540 0.6054 -0.039
C 0.8663 0.9821 2.5915 0.174
C 1.9088 0.3185 1.6829 0.796
C 2.4421 -0.8483 -0.2587 0.388
C 3.2476 0.4276 2.0219 -0.861
C 3.8162 -0.5962 -0.0937 -0.909
C 4.1802 0.0499 1.1005 -0.641
C 2.7510 -2.1835 -2.3330 -0.637
C 0.5460 -1.7013 -1.5767 0.292
C 2.2341 -2.6105 -3.5885 -0.649
C -0.0260 -2.1361 -2.8220 0.221
C 1.9241 -1.6789 -1.3772 0.960
C 0.7802 -2.5760 -3.8449 0.633
N -0.5494 0.8325 2.6167 0.260
C 0.3241 -3.1398 -5.1483 -1.437
C -1.2153 2.4607 0.1997 -1.821
C -3.0516 0.7499 -0.3637 -1.576
C -1.4757 1.3334 3.6737 -1.120
C -1.3624 0.1828 1.5466 -0.974
C -2.4933 2.4509 3.1012 -0.538
C -3.2177 1.9616 1.7969 -1.480
C -2.1597 1.3802 0.8012 2.159
H 3.6758 0.8682 2.8412 0.524
H 4.4587 -0.8845 -0.8226 0.481
H 5.1924 0.2454 1.2208 0.479
H 3.8763 -2.2787 -2.0461 0.182
H -0.1182 -1.1774 -1.0016 -0.124
H 2.9446 -2.9495 -4.3427 0.369
H -0.7275 -2.9756 -5.1815 0.384
H 0.8499 -2.5991 -5.9452 0.360
H 0.5115 -4.2537 -5.1154 0.280
H -0.6258 2.0659 -0.6272 0.312
H -1.8190 3.3165 -0.1084 0.441
H -0.4935 2.8406 0.8980 0.418
H -2.4246 0.2087 -1.1196 0.211
H -3.6894 1.4047 -0.9451 0.419
H -3.8293 0.0758 0.0278 0.400
H -1.0398 1.7638 4.5084 0.508
H -2.0912 0.5459 3.8946 0.457
H -0.8466 -0.4378 0.7071 -0.369
H -2.0519 -0.5031 1.9652 0.456
H -2.0393 3.4137 2.7777 0.309
H -3.1547 2.7385 3.9529 0.429
H -3.6782 2.8015 1.3394 0.515
H -3.9575 1.2549 2.1220 0.396